(1)
The following is a DFT calculation (wB97M-V/def2-TZVPD) of 2 unconnected molecules or ions with the total composition C11H15NO3 at a distorted geometry.

Each line ends with the Mulliken charge.
Atoms and positions in Å:
C -3.6695 0.2062 -0.3025  -0.578
C -3.0479 0.2332 0.9567  -1.099
C -2.8500 0.1562 -1.4558  -0.532
C -1.6640 0.1472 1.0218  -0.379
C -1.5091 -0.0245 -1.3799  -0.455
C -0.8094 0.0029 -0.1342  1.195
C -0.1589 -2.6831 0.3684  0.867
C 2.1287 1.2397 -1.3985  -1.447
C 1.3484 1.2288 1.8912  -0.880
C 1.5963 -0.1988 -1.0449  -0.529
C 0.5926 -0.3146 -0.0302  -0.383
N 1.2659 -0.1367 1.3558  0.030
O 0.0452 -2.7408 1.4840  -0.478
O -0.4507 -2.9166 -0.7053  -0.393
O 2.7287 -1.0752 -0.6241  -0.658
H -4.7250 0.1124 -0.4152  0.401
H -3.6653 0.3383 1.7970  0.447
H -3.3069 0.2024 -2.4460  0.353
H -1.1524 0.1561 1.9224  0.427
H -0.9112 0.0582 -2.3202  0.137
H 3.1870 1.3578 -0.8709  0.243
H 1.3350 2.0424 -1.0224  0.205
H 2.2466 1.3967 -2.4205  0.469
H 0.3642 1.6553 1.8147  0.360
H 1.6297 1.3402 2.9052  0.399
H 2.1437 1.7705 1.3415  0.226
H 1.1656 -0.7011 -1.9401  0.738
H 2.2990 -0.3773 1.0275  0.521
H 0.9278 -0.7975 2.0659  0.425
H 2.9162 -1.6784 -1.4415  0.369

Calculated values
- Energy above the lowest of the compared OMol25 structures with the same formula, charge and spin: 280.7 kJ/mol
- Net charge: 0
- E: -19280.10234 eV
- Spin multiplicity: 1
- Molecular weight: 209.25 g mol⁻¹



(2)
The following is a DFT calculation (wB97M-V/def2-TZVPD) of a single C2H4N2OS3 molecule at a distorted geometry.

Each line ends with the Mulliken charge.
Atoms and positions in Å:
O 1.3180 1.7547 -0.3731  -0.461
N 0.1512 1.3766 0.2671  -0.144
C -0.2340 0.0631 -0.0148  0.477
N 0.5840 -0.9288 -0.2424  -0.505
S 2.2100 -0.9098 -0.0696  -0.126
C -1.7120 -0.1559 -0.0760  0.273
S -2.8038 1.0389 -0.1266  -0.336
S -2.2587 -1.8343 -0.0729  -0.171
H 1.9942 1.9273 0.3109  0.357
H -0.5740 2.1082 0.2632  0.287
H 2.3078 -2.1824 0.2409  0.137
H -0.9826 -2.2576 -0.1068  0.212

Calculated values
- SMILES string: ON/C(=N\S)C(=S)S
- Energy above the lowest of the compared OMol25 structures with the same formula, charge and spin: 200.3 kJ/mol
- Net charge: 0
- E: -39669.49506 eV
- Spin multiplicity: 1
- Molecular weight: 168.27 g mol⁻¹



(3)
The following is a DFT calculation (wB97M-V/def2-TZVPD) of a molecular structure, C25H57B2BrClN4O6P2S at a distorted geometry.

Each line ends with the Mulliken charge.
Atoms and positions in Å:
C 2.2638 4.8975 0.0501  -1.196
C 1.3887 4.4232 1.2095  -0.469
P 1.5332 2.6432 1.6516  0.028
C 0.0060 2.3202 2.6300  0.473
C 0.3212 2.2040 4.1245  -1.450
C 1.2353 1.7980 0.0108  -0.565
C -0.2075 1.7668 -0.5704  0.395
B -0.5219 3.0424 -1.5248  0.864
O -1.0844 4.1163 -0.8354  -0.729
N -0.2869 3.1870 -2.9180  0.026
C 1.1008 3.1429 -3.3934  -0.877
C -0.9681 4.3291 -3.5349  -1.089
C -0.5990 0.2722 -0.8124  0.128
O -1.2377 -0.1183 0.4121  0.229
C -2.6210 -0.4352 0.3934  -1.176
C -3.4946 0.7948 0.1850  0.670
N -4.8799 0.3640 0.0752  -0.299
C -5.8658 1.4319 0.0260  -0.992
C -6.1375 2.2056 1.3189  0.406
C -6.2404 1.3225 2.5555  -1.443
O -5.1283 3.1900 1.5858  -0.575
B -1.3842 -0.1557 -2.1916  1.446
O -1.5771 -1.4965 -2.3519  -0.748
O -1.9042 0.7080 -3.1245  -0.682
C 0.7564 -0.4824 -0.8576  -0.680
Br 1.2905 -0.1751 -2.8222  0.021
C 0.8904 -2.0148 -0.6779  -1.329
C -0.1123 -2.8954 0.1013  -0.889
C -0.1576 -2.8464 1.6280  -0.219
S -1.4913 -3.9081 2.2730  -0.231
N 1.7802 0.3578 -0.0294  1.107
Cl 1.8303 -0.3184 1.6264  0.040
P 3.4563 0.4860 -0.7975  -0.006
C 4.5542 1.6008 0.1377  -0.080
C 5.0571 1.3463 1.5720  -1.270
C 4.2493 -1.1602 -0.7624  -0.398
C 4.5932 -1.9471 0.5076  -1.001
H 2.0933 5.9574 -0.1374  0.393
H 2.0517 4.3777 -0.8872  0.180
H 3.3270 4.7800 0.2703  0.339
H 0.3529 4.7062 1.0302  0.298
H 1.7091 4.9339 2.1224  0.602
H -0.4543 1.4050 2.2527  -0.397
H -0.7056 3.1306 2.4459  0.387
H -0.5056 1.7232 4.6491  0.428
H 1.2099 1.5950 4.2970  0.302
H 0.4690 3.1831 4.5794  0.392
H 1.8660 2.3793 -0.6630  0.142
H -0.8348 1.9974 0.2918  -0.485
H -1.9340 3.9567 -0.4089  0.251
H 1.4750 4.1618 -3.5351  0.305
H 1.7597 2.6232 -2.7029  0.305
H 1.1791 2.6259 -4.3537  0.223
H -0.4982 5.2819 -3.2731  0.337
H -2.0147 4.3558 -3.2414  0.253
H -0.9196 4.2204 -4.6203  0.363
H -2.8370 -0.8422 1.3826  0.724
H -2.8774 -1.2211 -0.3158  0.102
H -3.2435 1.2942 -0.7595  -0.666
H -3.3275 1.4961 1.0128  0.346
H -5.0948 -0.2892 0.8187  0.325
H -5.5613 2.1389 -0.7560  0.305
H -6.8132 1.0053 -0.3137  0.423
H -7.0900 2.7328 1.1857  0.407
H -6.5190 0.2987 2.2995  0.337
H -6.9665 1.7111 3.2655  0.356
H -5.2704 1.2790 3.0533  0.314
H -4.9765 3.6867 0.7702  0.327
H -2.2816 -1.6618 -2.9977  0.316
H -2.5997 1.2968 -2.8131  0.295
H 1.8833 -2.2129 -0.2743  -0.120
H 0.8964 -2.4223 -1.6844  0.575
H 0.1942 -3.9131 -0.1472  0.753
H -1.1156 -2.7840 -0.2933  0.252
H 0.7786 -3.2118 2.0539  0.400
H -0.3381 -1.8458 1.9969  -0.078
H -2.1468 -2.9420 2.9220  0.093
H 5.3894 1.6185 -0.5729  0.689
H 4.0918 2.5874 0.0818  -0.172
H 4.5430 0.5271 2.0638  0.272
H 4.8905 2.2301 2.1856  0.316
H 6.1272 1.1412 1.5786  0.306
H 5.1614 -0.9537 -1.3339  0.524
H 3.6237 -1.7847 -1.4044  0.422
H 5.1943 -2.8148 0.2319  0.434
H 5.1744 -1.3651 1.2161  0.231
H 3.7039 -2.3292 1.0024  0.165
C 0.5398 -7.1956 0.1408  0.101
O 0.5733 -6.0140 0.4429  -0.616
N 1.3481 -7.7696 -0.7648  0.133
C 1.2681 -9.1812 -1.0849  -0.926
C 2.3320 -6.9420 -1.4396  -0.876
H -0.1720 -7.8986 0.6001  0.280
H 2.2114 -9.6831 -0.8637  0.343
H 1.0349 -9.3271 -2.1408  0.342
H 0.4827 -9.6419 -0.4895  0.288
H 3.0144 -6.4914 -0.7181  0.279
H 1.8437 -6.1373 -1.9911  0.245
H 2.8973 -7.5600 -2.1324  0.378

Calculated values
- Energy above the lowest of the compared OMol25 structures with the same formula, charge and spin: 0.0 kJ/mol
- Net charge: +1
- E: -158421.33640 eV
- Spin multiplicity: 1
- Molecular weight: 740.75 g mol⁻¹



Among the records above, which one has the highest net charge? C25H57B2BrClN4O6P2S